No. 1
The following is a quantum chemistry calculation of C42H35BBrCrN9O2Se as an isolated structure, from the Open Molecules 2025 dataset.

Multiplicity   2
Net charge   +1
Orbital gap (alpha / beta)   6.163 / 6.201 eV
Expectation value of S²   0.77
HOMO level (alpha / beta)   -0.392 / -0.392 hartree

XYZ file:
```
92
Properties=species:S:1:pos:R:3:forces:R:3:mulliken_spin:R:1
Cr -0.28562 0.02799 -0.32212 1.39 -0.04 0.32 0.933
C -1.21075 -5.04057 1.01766 -0.01 -0.04 -0.16 -0.001
C -0.81692 -3.63831 1.30014 0.08 0.36 0.38 0.030
C -0.42708 -3.10606 2.51021 -0.04 0.17 -0.32 0.001
C -0.18574 -1.74164 2.29671 -0.26 -0.83 -0.37 0.026
N -0.41471 -1.49202 0.98653 0.36 0.59 -0.03 -0.009
N -0.80123 -2.63860 0.40208 -0.10 -0.98 0.19 0.039
B -1.14283 -2.77492 -1.08903 0.43 0.58 0.16 -0.020
N 0.08259 -2.33841 -1.89867 0.13 -0.72 -0.44 0.014
N 0.55555 -1.08643 -1.77324 0.11 0.48 0.00 -0.020
C 1.57547 -0.94874 -2.64326 -0.19 -0.56 -0.08 0.002
C 1.74380 -2.15445 -3.32879 -0.16 0.12 0.25 0.001
C 0.77745 -3.01210 -2.83138 0.16 0.36 0.08 0.005
C 0.50436 -4.42090 -3.20675 -0.11 -0.04 0.05 0.000
C 2.37951 0.25454 -2.78990 0.16 0.36 0.04 -0.004
C 3.69278 0.14538 -3.25244 -0.20 0.07 0.10 0.001
C 4.49780 1.26437 -3.34261 -0.01 0.03 -0.07 -0.001
C 4.00009 2.51025 -2.99537 0.06 -0.02 0.00 0.001
C 2.68642 2.63605 -2.57417 -0.04 0.11 0.02 -0.001
C 1.88447 1.51736 -2.47012 -0.07 -0.25 -0.13 0.004
N -2.25114 -1.77826 -1.43629 -0.57 -0.43 -0.28 0.023
N -2.02261 -0.47260 -1.25092 0.23 0.73 -0.16 -0.026
C -3.10497 0.19844 -1.68459 -0.31 -0.57 -0.24 0.020
C -4.04749 -0.72732 -2.14311 0.32 0.24 0.19 -0.002
C -3.46320 -1.97347 -1.98167 0.10 0.34 0.21 0.001
C -4.01411 -3.30093 -2.34883 0.07 -0.11 0.01 0.001
C -3.23435 1.65067 -1.64920 0.08 0.39 0.10 -0.010
C -2.11741 2.48006 -1.74309 -0.10 -0.27 -0.14 -0.010
C -2.24352 3.85297 -1.66050 0.03 0.09 0.00 0.003
C -3.49405 4.42402 -1.48457 -0.02 -0.02 0.01 0.000
C -4.61832 3.61479 -1.41252 0.00 0.07 -0.01 0.000
C -4.49228 2.24055 -1.50549 0.13 -0.14 0.04 -0.001
C 0.20605 -0.84690 3.39050 0.19 0.52 0.29 -0.006
C 0.16775 -1.33932 4.70347 -0.02 -0.03 -0.21 0.002
C 0.56284 -0.57105 5.77936 0.01 0.01 0.04 -0.001
C 0.99622 0.73073 5.59177 0.00 0.03 -0.06 0.003
C 1.03429 1.23886 4.30495 -0.01 0.04 0.11 -0.003
C 0.64846 0.46441 3.22455 -0.13 -0.09 -0.11 0.006
H -1.16275 -5.61660 1.93784 -0.03 -0.02 0.02 0.000
H -2.22529 -5.08595 0.62534 -0.04 -0.10 -0.02 0.001
H -0.54282 -5.50033 0.29218 0.00 -0.06 -0.07 0.001
H -0.30812 -3.65485 3.41938 0.00 -0.12 0.16 0.001
H -1.47143 -3.87207 -1.34517 -0.08 -0.36 -0.09 0.000
H 2.46315 -2.37480 -4.09121 0.10 -0.03 -0.14 0.000
H 1.20266 -4.73314 -3.97682 0.02 -0.04 -0.04 0.000
H 0.61607 -5.07985 -2.34783 0.01 -0.07 0.03 0.000
H -0.50951 -4.53293 -3.58646 -0.05 -0.06 -0.05 0.000
H 4.09069 -0.82235 -3.51297 0.04 -0.10 0.03 0.000
H 5.51492 1.16217 -3.68897 0.10 0.00 0.00 0.000
H 4.63591 3.37949 -3.05994 0.03 0.11 -0.02 0.000
H 2.28680 3.61094 -2.34167 -0.04 0.12 0.07 0.000
H 0.84879 1.61289 -2.15515 0.11 0.10 -0.11 -0.003
H -5.00814 -0.51520 -2.56483 -0.19 0.02 -0.13 0.000
H -5.00441 -3.17043 -2.77346 -0.05 -0.02 -0.06 0.000
H -3.37795 -3.78857 -3.08534 -0.02 -0.08 -0.03 0.000
H -4.09753 -3.95839 -1.48547 0.04 -0.04 0.05 0.000
H -1.14390 2.02881 -1.91423 -0.01 0.10 -0.08 0.006
H -1.36694 4.48015 -1.72943 0.08 0.06 -0.06 0.000
H -3.59619 5.49514 -1.41051 0.01 0.12 -0.01 0.000
H -5.59560 4.05615 -1.27539 -0.03 0.01 -0.04 0.000
H -5.37134 1.61530 -1.45533 -0.08 -0.07 0.07 0.000
H -0.16783 -2.34149 4.90535 -0.07 -0.12 -0.02 0.000
H 0.53796 -1.00262 6.76871 -0.03 0.01 0.09 0.000
H 1.29885 1.33220 6.43554 0.05 0.06 0.04 0.000
H 1.37700 2.24757 4.13033 0.05 0.13 0.01 0.000
H 0.70075 0.89013 2.24040 0.10 -0.03 0.04 0.002
Br 5.07637 -1.31792 -0.45338 0.45 -0.09 -0.01 0.000
C 4.90895 0.27194 0.54944 -0.14 -0.01 -0.02 0.001
C 6.06428 0.92019 0.95804 0.02 -0.07 -0.02 0.000
C 5.97823 2.08704 1.69716 -0.09 -0.03 -0.01 0.000
C 4.73623 2.62142 2.00415 0.02 0.08 0.07 0.000
C 3.58655 1.99183 1.56865 0.06 -0.08 -0.11 -0.001
C 3.65565 0.79966 0.84988 0.01 0.05 0.01 -0.003
C 2.39552 0.09507 0.48137 0.91 -1.97 0.15 0.018
O 2.31033 -1.12259 0.40550 0.43 0.58 0.23 -0.003
O 1.36683 0.84650 0.27905 -2.17 0.77 -0.77 -0.004
H 7.02634 0.49992 0.71225 0.08 -0.05 -0.05 0.000
H 6.88139 2.57412 2.03665 0.03 0.02 0.00 0.000
H 4.66750 3.52244 2.59326 -0.01 0.13 0.03 0.000
H 2.61672 2.41367 1.79250 -0.04 -0.01 0.01 0.000
Se -4.43243 -0.54135 2.10699 0.60 0.59 -0.10 -0.002
N -4.43567 1.13870 2.58476 -0.55 0.84 0.51 0.008
C -3.32754 1.71930 2.14472 -0.17 -1.13 -0.18 0.000
C -2.95543 3.06009 2.30988 0.67 0.45 -0.22 0.009
C -1.75177 3.44341 1.76333 -0.87 0.28 0.55 -0.007
C -0.96442 2.53460 1.05904 0.28 -1.07 -0.38 0.029
N -1.28753 1.25748 0.86057 0.12 1.41 0.32 -0.080
C -2.44483 0.84080 1.41537 -1.52 -0.86 0.66 0.020
N -2.87921 -0.40747 1.30739 0.22 -0.14 -0.18 -0.004
H -3.60101 3.73604 2.84390 -0.06 0.17 0.08 -0.001
H -1.40992 4.46099 1.84553 0.07 0.13 0.05 0.000
H -0.01249 2.84431 0.63982 -0.05 -0.03 -0.04 0.006
```
Positions in Å, forces in eV/Å.

No. 2
The following is a quantum chemistry calculation of C42H35BrF10N7O6P2S5Ti as an isolated structure, from the Open Molecules 2025 dataset.

Multiplicity   4
Net charge   0
Orbital gap (alpha / beta)   6.604 / 5.335 eV
Expectation value of S²   3.77
HOMO level (alpha / beta)   -0.262 / -0.294 hartree

XYZ file:
```
109
Properties=species:S:1:pos:R:3:forces:R:3:mulliken_spin:R:1
Ti -0.65882 0.46357 -0.21777 0.03 -0.26 0.88 1.652
S -3.21906 -0.81284 0.57093 -0.04 0.21 0.01 0.445
C -2.74157 -1.43620 -0.91964 0.02 -0.24 -0.08 0.019
N -1.60466 -1.06458 -1.46611 -0.25 -0.77 -0.82 -0.043
C -1.44493 -1.64506 -2.72066 -0.03 0.08 0.03 0.026
C -0.38330 -1.43593 -3.60340 0.02 0.03 0.04 0.020
C -0.36542 -2.12633 -4.80143 0.07 0.04 0.00 -0.002
C -1.37841 -3.02871 -5.13880 -0.02 -0.02 0.02 0.022
C -2.44150 -3.23676 -4.28363 -0.01 0.01 -0.02 -0.013
C -2.47110 -2.52823 -3.08751 0.00 -0.02 0.05 0.022
S -3.67728 -2.56701 -1.85198 -0.14 0.02 0.03 0.026
H 0.39907 -0.73666 -3.33365 0.02 0.00 -0.03 0.059
H 0.43555 -1.96532 -5.51085 0.07 0.02 0.01 0.002
H -1.33032 -3.56273 -6.07892 -0.01 0.03 0.01 0.001
H -3.23937 -3.92301 -4.53785 0.03 0.02 0.00 0.000
F -1.44661 1.96874 7.65492 0.01 -0.02 -0.05 0.000
C -1.13596 1.32960 6.53242 0.00 0.04 0.13 0.000
C -0.21436 0.30428 6.55028 0.05 -0.04 0.16 0.000
F 0.37301 -0.04212 7.69491 -0.03 0.00 -0.03 0.000
C 0.09681 -0.35551 5.37874 0.06 -0.08 -0.07 -0.002
F 1.00929 -1.32634 5.49118 0.00 0.06 -0.06 0.000
C -0.47510 -0.03376 4.15119 0.08 0.00 -0.04 -0.004
P 0.00598 -0.92168 2.58307 0.07 -0.18 0.57 0.077
C -0.35832 -2.68174 3.05398 0.02 0.05 -0.07 -0.017
C 0.46165 -3.51413 3.82178 0.04 -0.01 -0.05 -0.005
C 0.08050 -4.81609 4.11164 0.01 0.03 0.00 -0.001
C -1.12650 -5.31981 3.64478 0.02 0.01 0.01 0.001
C -1.95386 -4.50718 2.88804 0.00 0.01 -0.01 0.012
C -1.56852 -3.20495 2.59721 0.00 0.03 -0.04 -0.014
C 1.83586 -0.78837 2.70717 -0.04 -0.04 -0.08 -0.016
C 2.40740 0.41847 3.10797 -0.01 0.01 0.04 0.002
C 3.78270 0.59644 3.07461 0.00 0.00 -0.03 0.000
C 4.61148 -0.42961 2.64132 -0.01 0.01 0.06 0.000
C 4.05336 -1.62673 2.21857 -0.09 -0.11 0.23 0.000
C 2.67565 -1.79592 2.23342 -0.06 -0.04 0.21 0.005
C -1.39489 1.02165 4.16331 0.03 0.05 -0.12 0.023
Br -2.24110 1.65374 2.61233 -0.13 0.00 0.14 -0.008
C -1.72057 1.68475 5.33501 -0.08 0.07 -0.04 -0.001
F -2.59737 2.68948 5.34184 0.03 -0.04 -0.01 0.001
H 1.40157 -3.15429 4.20787 0.07 0.04 -0.05 0.001
H 0.72968 -5.43649 4.71717 0.00 0.01 -0.03 0.000
H -1.41950 -6.33692 3.87401 0.01 0.02 0.00 0.000
H -2.90103 -4.88143 2.51945 0.01 0.03 0.01 0.001
H -2.22897 -2.58419 2.00803 -0.01 0.02 -0.03 -0.001
H 1.77550 1.23749 3.43060 0.02 -0.01 0.01 0.000
H 4.20512 1.54672 3.37583 -0.01 -0.02 0.01 0.000
H 5.68496 -0.29178 2.61660 -0.01 0.00 -0.02 0.000
H 4.69132 -2.42234 1.85378 -0.05 0.02 0.06 0.000
H 2.25519 -2.72230 1.86216 -0.04 -0.09 0.09 -0.001
F 0.50891 1.71294 1.18930 0.03 0.29 0.12 0.010
P 0.70454 3.18726 0.36297 -0.07 0.13 0.01 0.006
F 0.85762 4.48227 -0.52405 0.08 0.00 -0.02 0.000
F 0.44570 3.97581 1.71079 0.07 0.02 0.05 0.001
F -0.88355 3.12070 0.07409 0.10 0.16 0.09 0.002
F 2.26854 3.09785 0.65756 0.07 -0.04 0.00 0.001
F 0.92937 2.19775 -0.96466 -0.02 0.17 0.07 0.020
C 3.15083 0.50108 -3.45349 -0.09 -0.03 -0.15 0.012
C 3.35639 -0.54578 -4.53995 0.13 0.05 0.13 0.000
S 4.30617 -1.96649 -4.02170 0.01 -0.02 -0.10 0.000
O 4.72810 -2.65261 -5.21668 -0.05 0.09 0.07 0.000
O 5.27494 -1.52292 -3.04945 0.00 -0.07 -0.24 0.000
C 3.17258 -3.09750 -3.17815 0.06 0.08 -0.05 0.002
C 3.45031 -3.20233 -1.68650 -0.09 -0.03 0.09 -0.001
N 2.85959 -2.08091 -0.95464 0.16 -0.01 -0.22 0.004
C 1.52760 -1.91031 -0.78321 -0.11 -0.17 0.36 0.073
N 1.24254 -0.67086 -0.38533 0.71 -0.28 -0.37 -0.039
C 2.45770 -0.02822 -0.27795 -0.06 0.22 0.09 0.026
C 3.44200 -0.87276 -0.64503 0.21 -0.10 0.27 -0.002
N 4.85550 -0.65929 -0.47662 0.01 -0.13 -0.51 0.000
O 5.23259 0.49311 -0.49863 -0.03 -0.08 0.13 0.000
O 5.56189 -1.63934 -0.32247 -0.05 0.21 0.16 0.000
C 0.59462 -3.07501 -0.81658 0.04 0.05 -0.06 0.030
H 2.82188 1.43766 -3.90506 -0.03 -0.02 -0.01 0.000
H 4.08304 0.69170 -2.92319 -0.03 0.04 -0.04 0.000
H 2.40228 0.20082 -2.71835 0.03 0.02 -0.19 0.027
H 3.96920 -0.17165 -5.36231 -0.05 0.05 -0.01 0.000
H 2.42864 -0.93282 -4.95651 -0.07 0.00 -0.11 0.000
H 3.36456 -4.04373 -3.68342 -0.06 -0.05 0.07 0.000
H 2.14436 -2.78919 -3.38285 0.04 -0.05 -0.05 0.000
H 4.51795 -3.21403 -1.49382 -0.02 0.02 0.06 0.000
H 3.01874 -4.12343 -1.29946 -0.03 -0.02 0.02 0.000
H 2.58395 0.97266 0.08936 -0.08 0.04 -0.01 -0.017
H 1.02470 -3.88952 -0.23091 -0.01 -0.02 0.00 0.004
H 0.40080 -3.44130 -1.82693 0.01 0.01 0.03 0.002
H -0.34956 -2.79222 -0.36001 0.02 -0.01 0.00 -0.018
N -4.10936 7.94977 0.18878 -0.13 -0.05 0.03 0.003
C -4.27135 6.58497 0.08988 0.03 0.03 -0.01 0.006
C -4.08365 5.76585 1.20946 0.02 0.01 0.06 -0.005
C -4.25525 4.40210 1.11583 0.01 0.02 -0.08 0.004
C -4.61337 3.83040 -0.10248 -0.04 0.03 0.01 0.005
C -4.84947 4.63620 -1.21057 -0.01 0.01 0.05 0.007
C -4.68083 6.00248 -1.11399 0.00 0.04 -0.03 0.002
S -4.77421 2.09117 -0.22674 0.11 0.01 -0.02 -0.001
O -5.13966 1.58024 1.05917 0.08 -0.05 0.01 -0.002
O -5.58611 1.79356 -1.37911 0.06 -0.02 -0.04 -0.002
N -3.20705 1.59295 -0.50289 0.01 0.05 -0.33 0.252
C -2.69527 1.72131 -1.74146 -0.37 0.22 -0.22 0.007
S -3.49752 2.28331 -3.20221 -0.01 -0.19 0.13 0.052
C -1.99974 2.25219 -4.02984 -0.13 0.04 -0.05 0.113
C -1.02026 1.78970 -3.22083 0.23 -0.24 0.11 0.019
N -1.40787 1.45899 -1.95884 -0.56 0.59 -0.38 0.097
H -3.59092 8.30452 0.97217 0.04 0.00 -0.01 0.000
H -4.01464 8.47500 -0.66159 0.04 0.00 -0.01 0.000
H -3.80549 6.21091 2.15831 0.00 -0.02 -0.04 0.000
H -4.13394 3.77821 1.98936 0.04 -0.04 0.02 0.002
H -5.18324 4.19158 -2.13750 -0.02 0.04 0.05 -0.001
H -4.87429 6.63380 -1.97354 0.01 -0.01 0.01 0.000
H -1.91506 2.58432 -5.05153 0.02 -0.01 0.03 0.006
H 0.02025 1.68521 -3.48988 0.00 0.00 0.00 0.001
```
Positions in Å, forces in eV/Å.

These records have maximum force values of 0.0472; 0.0223 hartree/bohr, in the order they appear.
These records have relative energy (zero: lowest compared OMol25 entry of this formula, charge and spin) values of 0.00; 19.42 kcal/mol, in the order they appear.